100
Properties=species:S:1:pos:R:3:lowdin_charge:R:1 method="wB97M-V/def2-TZVPD" homo_ha=-0.482 gap_ev=7.471 total_charge=+2 relative_energy_kcal_mol=112.7
Ga -0.33670 0.76483 0.23430 0.3516
O -3.94787 0.94442 0.08061 -0.3925
S -2.83545 -0.00917 0.29247 0.8816
C -3.04854 -0.93468 1.75591 -0.3768
C -4.33810 -1.17644 2.21531 -0.0541
C -4.49877 -1.87252 3.39976 -0.0266
C -3.37944 -2.30941 4.10136 -0.0217
C -2.10285 -2.02765 3.64381 -0.0537
C -1.91157 -1.30376 2.46609 -0.3079
P -0.16733 -0.99606 1.93963 1.1273
C 0.30358 -2.69602 1.56309 -0.3508
C -0.16918 -3.25559 0.37927 -0.0920
C 0.08344 -4.58682 0.09088 -0.0580
C 0.80805 -5.36427 0.98622 -0.0519
C 1.27034 -4.80927 2.17016 -0.0442
C 1.01840 -3.47555 2.46486 -0.0662
C 0.57443 -0.33651 3.45507 -0.3232
C -0.24454 0.45975 4.26220 -0.0969
C 0.25604 1.03413 5.41920 -0.0448
C 1.57474 0.81544 5.78804 -0.0477
C 2.39155 0.01952 4.99679 -0.0515
C 1.90558 -0.54931 3.82928 -0.0864
C -2.87347 -1.19051 -1.02078 -0.3521
C -3.72559 -2.28781 -1.04452 -0.0257
C -3.85376 -3.01109 -2.21827 -0.0217
C -3.15810 -2.62545 -3.36121 -0.0240
C -2.29975 -1.53834 -3.32759 -0.0589
C -2.12750 -0.82131 -2.14564 -0.3360
P -0.99331 0.60471 -2.10680 1.0920
C -1.78736 1.89061 -3.06876 -0.3324
C -2.77034 2.64603 -2.42418 -0.0697
C -3.49959 3.57500 -3.14767 -0.0426
C -3.25037 3.74945 -4.50199 -0.0418
C -2.27805 2.99195 -5.14174 -0.0485
C -1.53977 2.05794 -4.43134 -0.0813
C 0.57088 0.07551 -2.85217 -0.3352
C 1.34655 1.03387 -3.37715 -0.0256
C 2.80763 1.01895 -3.61280 -0.1010
C 3.62482 0.28297 -2.59439 -0.2241
C 2.10079 -1.66989 -1.89009 -0.0516
C 0.95423 -1.30009 -2.45146 -0.0930
H -5.18611 -0.79914 1.65760 0.1288
H -5.49175 -2.07173 3.77960 0.1237
H -3.50299 -2.86185 5.02322 0.1232
H -1.24767 -2.35795 4.22074 0.1239
H -0.74379 -2.65829 -0.31893 0.0839
H -0.28778 -5.02102 -0.82886 0.1133
H 1.00248 -6.40523 0.76473 0.1161
H 1.82740 -5.41562 2.87186 0.1176
H 1.37787 -3.05750 3.39502 0.1040
H -1.27551 0.63640 3.99248 0.0593
H -0.39092 1.64642 6.03373 0.1175
H 1.96432 1.25832 6.69521 0.1175
H 3.41709 -0.16316 5.28913 0.1160
H 2.55613 -1.15727 3.22411 0.0876
H -4.28557 -2.56793 -0.16224 0.1206
H -4.51359 -3.86774 -2.25174 0.1244
H -3.29067 -3.17549 -4.28328 0.1235
H -1.75176 -1.25557 -4.21997 0.1252
H -2.98568 2.49244 -1.37247 0.0866
H -4.26385 4.15953 -2.65385 0.1201
H -3.82160 4.47549 -5.06491 0.1195
H -2.09399 3.12543 -6.19908 0.1182
H -0.80066 1.45838 -4.94462 0.1060
H 0.88983 2.00334 -3.54817 0.1118
H 3.21520 1.97366 -3.91739 0.1516
H 4.55840 0.77461 -2.35354 0.1536
H 2.23169 -2.70483 -1.59868 0.1341
H 0.20238 -2.06726 -2.59652 0.1041
Cl -1.31130 7.30132 3.40829 0.7297
C -1.26740 5.67352 2.83647 -0.6510
C -2.17337 4.73733 3.36693 -0.0683
C -2.16771 3.42800 2.95717 -0.5414
Cl -3.32306 2.31621 3.60011 0.7907
C -1.23609 2.97641 1.99928 -0.3075
O -1.19860 1.72197 1.65388 -0.1742
C -0.36437 3.93973 1.44951 -0.1147
C 0.53156 3.58249 0.41802 -0.0871
O 0.68525 2.44557 -0.09531 -0.0781
C -0.38222 5.28876 1.87610 -0.0338
H -2.89402 5.05907 4.10766 0.1222
H 1.15448 4.38103 0.00156 0.1555
H 0.30213 6.00475 1.43826 0.1279
C 4.06827 1.01435 0.46644 -0.1814
S 2.66259 0.06446 -0.05393 0.9389
O 2.49056 -1.02307 0.96723 -0.5181
C 3.25722 -0.74930 -1.57158 -0.4990
C 3.59192 -0.23089 -3.98153 -0.1560
C 4.97138 -0.44028 -4.49725 -0.0181
C 5.79695 -1.10409 -3.67976 -0.0561
C 5.53033 -1.64416 -2.30795 -0.0257
C 4.53857 -1.53975 -1.40172 -0.0568
H 4.93363 0.35219 0.49277 0.0746
H 3.82883 1.37849 1.46432 0.0682
H 4.23365 1.85218 -0.21028 0.0717
H 2.94660 -1.08569 -4.14535 0.1560
H 5.28049 -0.16291 -5.49723 0.1168
H 6.78690 -1.34486 -4.04766 0.1088
H 6.33620 -2.29187 -1.97810 0.1115
H 4.62798 -2.11500 -0.48531 0.1227